Here is 2 unconnected molecules or ions with the total composition C4H12N2OS at a distorted geometry from the Open Molecules 2025 dataset. Energies are from the ωB97M-V functional and the def2-TZVPD basis.

Last column: Löwdin charge in e.
Geometry (Å):
1 C 0.21917 0.18593 1.23073  -0.2942
2 N 0.90424 1.34311 1.70896  0.0378
3 C 0.04903 0.18732 -0.30657  -0.4146
4 C -1.22430 -0.84569 -0.60414  -0.6043
5 S -0.87803 -2.27342 0.26061  0.7230
6 N -0.23094 1.37230 -0.87743  0.0988
7 C 0.97185 2.18029 -1.45959  -0.3899
8 O 1.96193 2.08144 -0.62169  -0.1589
9 H 0.75207 -0.78853 1.36603  0.0989
10 H -0.77241 0.14307 1.68306  0.1070
11 H -1.58288 -5.95258 0.84117  0.0128
12 H 1.29992 1.20172 2.60938  0.0760
13 H 0.96162 -0.22794 -0.80498  0.1649
14 H -2.13147 -0.33371 -0.31422  0.0674
15 H -1.25770 -0.90900 -1.67855  0.0727
16 H -1.61330 -5.86450 0.10641  0.0086
17 H -0.74850 1.92841 -0.20321  0.1442
18 H 0.53980 3.18956 -1.54074  0.1106
19 H 1.15690 1.76031 -2.45659  0.1076
20 H 1.62300 1.62191 1.06136  0.0315

Force components x, y, z for each atom (eV/Å):
C -0.263 0.232 -0.075
N -0.584 -0.334 -0.235
C 2.073 0.139 -0.405
C -1.180 -0.872 -0.077
S 0.132 0.082 -0.145
N -0.389 0.060 1.007
C 0.781 0.619 -0.485
O 0.080 0.085 -0.031
H -0.290 -0.188 0.026
H 0.011 -0.336 0.179
H -0.001 -0.001 0.037
H 0.121 -0.039 0.846
H -0.921 -0.039 0.396
H -0.097 0.237 0.487
H 0.546 -0.220 -0.388
H 0.003 0.008 -0.037
H -0.223 0.390 -0.195
H -0.167 0.048 -0.230
H -0.168 -0.153 -0.159
H 0.537 0.284 -0.517

Values from the calculation:
ΔE to the lowest compared entry with this formula, charge and spin = 7.008 eV
E = -20199.1074 eV
HOMO-LUMO gap = 4.799 eV
Lowest unoccupied orbital energy = -3.648 eV
Charge = 0
HOMO = -8.4472 eV